The following is a quantum chemistry calculation of a single C2H7NOS2 molecule in a non-equilibrium geometry, from the OMol25 dataset.

```
! RIJCOSX wB97M-V def2-TZVPD def2/J DEFGRID3
* xyz 0 1
S 0.563 1.377 -1.927
S 1.988 -0.539 -1.981
O -0.671 0.960 -0.984
N 0.998 -1.723 -2.707
C -0.561 1.054 0.411
C 0.187 -0.102 0.925
H -0.190 -0.252 1.928
H 0.705 -1.537 -3.708
H -1.503 0.958 0.914
H 0.210 -1.579 -2.109
H 0.047 -1.036 0.353
H 0.022 1.953 0.646
H 1.235 0.048 0.872
*
```

Structure (SMILES): CCOSSN
HOMO level in eV: -9.04
Relative energy (zero: lowest compared OMol25 entry of this formula, charge and spin) in kcal per mole: 53.4
E_LUMO in eV: -0.0663
Orbital gap in eV: 8.97
Molecular weight in g/mol: 125.22
DFT total energy in eV: -27393.675

---

The following is a quantum chemistry calculation of a molecular structure, C30H24Br2N7O5STi in a non-equilibrium geometry, from the OMol25 dataset.

```
! RIJCOSX wB97M-V def2-TZVPD def2/J DEFGRID3
* xyz 0 2
Br 6.645 5.590 -0.919
Br 2.993 -2.734 -1.598
Ti 0.091 0.154 -0.124
S -3.628 -1.305 1.092
O 0.234 -1.045 3.746
O 0.849 2.124 0.228
O -0.594 -1.468 -0.635
O 2.104 0.466 -0.393
O 0.170 -0.113 1.713
N -1.656 1.108 -0.347
N 0.035 -2.773 -3.953
N 0.085 0.625 -2.186
N 1.875 -1.912 0.784
N -2.130 1.083 -1.578
N -0.943 -3.229 0.727
N -0.745 -6.126 -1.050
C 5.209 4.391 -0.676
C -0.517 -3.616 -1.585
C -0.206 -3.148 -2.891
C -3.896 3.818 0.859
C -4.538 -2.771 0.588
C 4.271 2.214 -0.965
C 0.998 0.412 -3.153
C 2.830 -2.663 0.288
C 3.117 2.643 -0.321
C 2.603 -2.489 2.984
C 0.657 0.284 -4.472
C -0.692 -2.766 -0.507
C 3.012 3.948 0.144
C -1.640 0.558 -3.856
C -3.230 2.955 0.003
C -0.696 0.332 -4.823
C 4.065 4.831 -0.027
C -2.371 1.995 0.524
C -1.220 0.721 -2.531
C 1.773 -1.823 2.109
C 0.653 -0.953 2.624
C 3.599 -3.291 2.444
C -0.642 -5.016 -1.346
C -2.187 1.899 1.896
C -3.821 -1.431 2.883
C 3.724 -3.386 1.071
C -3.712 3.734 2.234
C -2.857 2.768 2.744
C 1.980 1.722 -0.145
C 5.327 3.092 -1.150
H -4.061 -3.680 0.958
H -2.708 2.682 3.813
H 2.101 4.264 0.635
H -3.370 3.017 -1.065
H -4.224 4.419 2.898
H -3.767 -2.475 3.194
H 4.001 5.848 0.333
H -1.383 -2.577 1.364
H 6.229 2.777 -1.655
H 4.337 1.192 -1.316
H -0.997 0.180 -5.851
H 2.024 0.337 -2.818
H 4.485 -3.998 0.608
H 2.461 -2.376 4.050
H -5.569 -2.730 0.937
H -4.559 4.567 0.445
H 1.424 0.102 -5.210
H -4.767 -1.004 3.213
H -1.524 1.151 2.306
H -4.538 -2.793 -0.502
H 4.274 -3.839 3.088
H -2.698 0.617 -4.071
H -3.001 -0.885 3.350
H -1.146 -4.210 0.842
*
```

⟨S²⟩: 0.764
HOMO level (spin up / spin down) in eV: -7.35 / -8.48
Relative energy (zero: lowest compared OMol25 entry of this formula, charge and spin) in kcal per mole: 12.2
E_LUMO (spin up / spin down) in eV: -0.8588 / -1.4280
Orbital gap (spin up / spin down) in eV: 6.49 / 7.05
Molecular weight in g/mol: 802.31
DFT total energy in eV: -226207.543

---

The following is a quantum chemistry calculation of 13 unconnected molecules or ions with the total composition C6H37NO13 in a non-equilibrium geometry, from the OMol25 dataset.

```
! RIJCOSX wB97M-V def2-TZVPD def2/J DEFGRID3
* xyz 0 1
O -3.166 3.301 -0.447
O 1.201 0.090 3.800
O 0.581 3.875 1.355
O -4.693 1.207 -0.607
O 0.215 4.526 -1.571
O -2.163 -3.269 -0.130
O 0.741 -2.924 2.833
O 3.034 3.194 2.258
O 1.983 -3.456 -1.731
O 0.434 -3.953 0.415
O -0.587 -0.884 -1.890
O 0.563 -2.561 -4.019
O -1.155 -1.737 4.395
N -0.875 0.471 -0.134
C -1.979 -0.326 0.352
C 1.749 0.475 -2.784
C 0.648 1.143 -1.999
C 0.013 0.951 0.937
C -0.268 0.168 -1.336
C 2.848 -0.116 -1.857
H 3.409 -0.924 -2.400
H 1.082 4.270 2.088
H 0.033 1.764 -2.710
H 0.410 -0.058 4.338
H -5.508 1.376 -0.122
H -0.346 -3.511 0.031
H 0.301 2.011 0.714
H -2.806 2.403 -0.492
H 2.255 1.231 -3.465
H -2.895 -3.370 0.483
H 1.435 -0.322 -3.408
H 1.121 1.999 -1.495
H -2.055 -1.821 4.081
H -2.607 4.075 -0.311
H 0.100 -3.400 -3.963
H 1.126 -3.840 -0.272
H 2.914 -3.246 -1.631
H -0.262 3.521 1.636
H 0.974 0.397 1.034
H -1.781 -1.290 0.801
H 3.498 0.660 -1.459
H -0.413 0.776 1.903
H 2.476 2.406 2.334
H 0.929 -2.918 1.868
H 0.542 -3.855 2.963
H -0.766 -2.616 4.447
H 2.379 -0.738 -1.096
H -2.640 -0.374 -0.528
H 1.540 -0.796 3.616
H -4.684 1.981 -1.186
H 3.863 2.862 1.906
H 0.129 -1.976 -3.369
H 1.557 -2.830 -2.343
H -2.679 -0.002 1.141
H 0.555 5.281 -1.073
H -2.375 -3.204 -1.070
H 0.068 3.902 -0.834
*
```

HOMO level in eV: -9.24
Relative energy (zero: lowest compared OMol25 entry of this formula, charge and spin) in kcal per mole: 77.3
E_LUMO in eV: 0.1639
Orbital gap in eV: 9.41
Molecular weight in g/mol: 331.36
DFT total energy in eV: -34929.485